Entry 1:
Here is a structure of composition C28H46N6O24S5 from OMol25. Energies are from wB97M-V/def2-TZVPD.

HOMO: -7.48 eV
Molar mass: 1011.0 g mol⁻¹
LUMO level: 0.005 hartree
Strongest force on any atom: 2.42 eV/Å
Multiplicity: 1

Cartesian coordinates (Å):
C: 3.57863 -1.34940 -1.47223
N: 4.33369 -2.48372 -2.06034
O: 5.26528 -2.29836 -2.81334
O: 3.85528 -3.57196 -1.85511
H: 2.54084 -1.36632 -1.78379
H: 4.03220 -0.40023 -1.75309
H: 3.78330 -1.45243 -0.40792
C: -5.36888 -3.55369 0.09585
N: -5.88538 -2.18895 -0.18454
O: -5.10133 -1.28809 0.00093
O: -7.00652 -2.06732 -0.60343
H: -6.17190 -4.23636 0.36526
H: -4.64674 -3.51139 0.90067
H: -4.96819 -3.90758 -0.85165
C: -6.48337 1.43402 0.73459
C: -7.34796 1.29672 -0.54176
O: -6.65061 2.10225 -1.51058
S: -5.12868 2.31979 -1.19627
O: -4.93938 3.73544 -1.09609
O: -4.18199 1.57926 -1.98185
O: -5.15418 1.54288 0.20639
H: -6.56587 0.49386 1.27000
H: -6.71544 2.31881 1.32073
H: -8.40541 1.49929 -0.39340
H: -7.30242 0.28370 -0.93931
C: -1.74480 2.16249 3.21808
C: -2.30929 2.71680 4.56125
O: -3.17550 1.69049 5.08543
S: -3.28772 0.39615 4.12284
O: -4.49262 0.52362 3.31724
O: -3.09954 -0.85724 4.77776
O: -1.95954 0.74653 3.22476
H: -0.71608 2.47140 3.05842
H: -2.36534 2.43861 2.35985
H: -2.94468 3.58273 4.41090
H: -1.48324 2.85037 5.25345
C: 3.68245 2.51545 5.13456
C: 4.72499 1.93371 4.19938
O: 4.02054 1.24214 3.18367
S: 2.41865 1.45383 3.25098
O: 1.70820 0.21250 3.15680
O: 1.95019 2.50130 2.39976
O: 2.41256 1.99371 4.75835
H: 3.57110 3.60151 5.08622
H: 3.87631 2.35384 6.19542
H: 5.60924 1.44268 4.61689
H: 5.34877 2.74898 3.80077
C: -0.55404 3.90429 -2.97941
C: -1.43801 3.68802 -1.76863
O: -1.00126 4.72870 -0.86416
S: 0.61010 4.69020 -0.91959
O: 1.12477 3.56118 -0.22600
O: 1.17589 5.97862 -0.65282
O: 0.67760 4.45134 -2.51017
H: -1.03110 4.59235 -3.68022
H: -0.39647 2.98937 -3.55133
H: -1.27398 2.70536 -1.31955
H: -2.49640 3.86817 -1.92831
C: 3.27676 -1.10431 -5.44513
C: 1.91244 -0.55263 -4.94575
O: 1.42007 -1.60501 -4.14781
S: 1.70079 -2.98446 -4.86099
O: 0.92992 -3.05486 -6.08673
O: 1.71216 -4.05244 -3.90239
O: 3.21086 -2.51893 -5.30956
H: 4.13980 -0.70959 -4.91389
H: 3.35379 -0.78300 -6.48444
H: 1.30852 -0.30294 -5.81788
H: 2.01394 0.35865 -4.36003
N: -0.95982 -2.91490 -0.59999
C: -1.44739 -3.53445 0.52126
C: -2.16822 -4.64789 0.10356
C: -2.08845 -4.70057 -1.29655
C: -1.32195 -3.62346 -1.68884
H: -0.59283 -1.99118 -0.41592
H: -1.46724 -3.06977 1.49325
H: -2.71689 -5.30788 0.75755
H: -2.60554 -5.52097 -1.77130
H: -1.02221 -3.36703 -2.69244
N: 6.08119 2.20539 -1.32665
C: 4.81566 2.69542 -1.43213
C: 4.05380 2.16121 -0.45541
C: 4.86723 1.29576 0.35244
C: 6.10949 1.33464 -0.27828
H: 6.89000 2.57043 -1.79144
H: 4.56142 3.39004 -2.21749
H: 3.03087 2.42923 -0.22836
H: 4.65246 0.66374 1.19561
H: 7.02402 0.88509 0.07662
N: 1.47506 -3.02980 3.01087
C: 1.76057 -2.58004 1.75064
C: 2.60945 -3.52870 1.20365
C: 2.79431 -4.54772 2.13720
C: 2.02546 -4.26677 3.23335
H: 0.81118 -2.63196 3.65262
H: 1.42906 -1.62864 1.38623
H: 3.05900 -3.52586 0.22140
H: 3.55323 -5.30498 2.01111
H: 2.03189 -4.64789 4.24154
N: -1.69354 0.00172 -1.47481
C: -1.88718 0.06764 -0.13457
C: -0.65404 0.12148 0.45409
C: 0.30936 0.15009 -0.55476
C: -0.35247 -0.09629 -1.76206
H: -2.49529 0.13363 -2.07223
H: -2.85321 0.29960 0.28539
H: -0.48555 0.26750 1.50718
H: 1.35658 0.41430 -0.58165
H: 0.02478 -0.12012 -2.76845

Entry 2:
Here is a structure of composition C28H47BrMgNOP3 from OMol25. Energies are from wB97M-V/def2-TZVPD.

Charge: +2
HOMO: -11.84 eV
Molar mass: 610.8 g mol⁻¹
LUMO level: -0.284 hartree
Strongest force on any atom: 4.30 eV/Å
Multiplicity: 1

Cartesian coordinates (Å):
C: -1.49137 6.16395 -1.90354
C: -1.66475 4.80469 -2.20281
C: -2.00401 4.48048 -3.52476
C: -2.09348 5.50130 -4.48455
N: -1.90487 6.79260 -4.20831
C: -1.57873 7.10372 -2.94723
C: -1.42384 3.71068 -1.26978
C: -0.61950 2.81184 -0.86378
C: 0.37096 1.80628 -0.54822
C: 1.55958 2.06457 0.17209
C: 2.39502 1.02575 0.56664
C: 2.01433 -0.31270 0.37875
C: 0.93239 -0.58147 -0.50600
C: 0.08561 0.46262 -0.86339
Mg: -2.37044 2.18903 -0.07491
P: 3.24301 -1.60715 0.66846
H: -2.23821 3.45959 -3.80126
H: -1.35507 6.52190 -0.88794
H: -2.34618 5.26608 -5.52436
H: -1.40611 8.17001 -2.77242
H: -0.85646 0.22513 -1.37735
H: 1.77795 3.11025 0.43941
H: 0.75197 -1.59092 -0.86776
H: 3.35750 1.26926 1.02058
C: 2.79710 -2.70669 2.01282
C: 3.00920 -4.16226 1.67560
H: 1.68525 -2.49386 2.22348
H: 3.37237 -2.40915 2.89358
H: 2.72035 -4.79279 2.52414
H: 2.39184 -4.45890 0.81628
H: 4.05625 -4.40873 1.43373
C: 3.43764 -2.39572 -0.93476
C: 3.74775 -1.46074 -2.11033
H: 2.49123 -2.91779 -1.13143
H: 4.21400 -3.17016 -0.84616
H: 3.93959 -2.07133 -2.99972
H: 2.90278 -0.80354 -2.33792
H: 4.63478 -0.83585 -1.94628
C: 4.79196 -0.83961 1.16762
C: 5.91924 -1.81837 1.52896
H: 4.55366 -0.20522 2.03607
H: 5.10087 -0.18076 0.34149
H: 6.79453 -1.22696 1.83263
H: 5.64508 -2.47188 2.36956
H: 6.20850 -2.43975 0.66884
Br: -0.00512 -1.82304 1.85291
P: -2.89200 -2.42267 -1.41039
C: -1.19604 -3.10032 -1.28205
C: -1.12397 -4.62397 -1.41128
H: -0.82561 -2.75933 -0.29981
H: -0.60711 -2.63749 -2.09473
H: -0.08589 -4.96233 -1.38689
H: -1.64906 -5.13749 -0.60616
H: -1.55423 -4.93460 -2.36702
C: -3.48021 -2.28732 0.29985
C: -4.65923 -3.26438 0.49139
H: -3.77919 -1.24010 0.45204
H: -2.64197 -2.51584 0.97379
H: -4.92009 -3.35597 1.55121
H: -5.54887 -2.91391 -0.04884
H: -4.41344 -4.26691 0.11289
C: -2.83163 -0.87061 -2.33764
C: -3.43294 -1.06845 -3.73697
H: -1.76882 -0.61214 -2.45395
H: -3.35949 -0.09633 -1.74873
H: -3.72364 -0.10116 -4.15416
H: -2.69047 -1.51644 -4.40702
H: -4.30754 -1.72912 -3.71068
C: -2.40214 1.59915 4.41602
P: -1.43817 2.42236 3.15439
C: -1.05356 3.95756 4.00366
C: 0.16457 1.64506 3.01186
O: -2.19813 2.52731 1.84058
H: -3.37034 2.11121 4.48769
H: -1.84442 1.70966 5.35784
H: -2.52857 0.54535 4.14055
H: -0.85831 3.69145 5.05338
H: -0.15208 4.38664 3.55510
H: -1.89949 4.65118 3.93709
H: 0.06780 0.69796 2.45305
H: 0.84738 2.32068 2.48827
H: 0.61275 1.39691 3.98701

Entry 3:
Here is a structure of composition C28H47Cl2HfN2PS from OMol25. Energies are from wB97M-V/def2-TZVPD.

HOMO: -5.69 eV
Molar mass: 724.1 g mol⁻¹
LUMO level: -0.029 hartree
Strongest force on any atom: 3.19 eV/Å
Multiplicity: 1

Cartesian coordinates (Å):
P: -0.76261 1.76576 -0.08491
C: -1.42253 1.88040 -1.86084
C: -1.85236 3.24774 -2.41729
C: -2.53769 3.06282 -3.77702
C: -1.65256 2.30999 -4.77553
C: -1.17557 0.97200 -4.20430
C: -0.48956 1.15130 -2.84556
C: 0.91554 2.64613 -0.06348
C: 1.04714 3.97329 -0.82193
C: 2.41147 4.60382 -0.51529
C: 3.57001 3.65800 -0.85252
C: 3.41181 2.30095 -0.16073
C: 2.04595 1.66898 -0.45133
C: -1.83815 3.02468 0.77495
C: -3.31178 2.57265 0.72455
C: -4.23336 3.54543 1.46898
C: -3.77936 3.77260 2.91331
C: -2.31713 4.22339 2.96758
C: -1.38289 3.25454 2.22876
H: -2.34016 1.26463 -1.75345
H: -0.96906 3.89179 -2.53122
H: -2.53697 3.76425 -1.72998
H: -2.82103 4.03946 -4.18260
H: -3.46536 2.49386 -3.62796
H: -2.19867 2.14456 -5.71123
H: -0.77743 2.92794 -5.01912
H: -2.03745 0.30431 -4.07482
H: -0.48560 0.48376 -4.89899
H: -0.19903 0.17086 -2.44036
H: 0.42934 1.74459 -2.97784
H: 1.03135 2.87678 1.01375
H: 2.45490 4.85163 0.55362
H: 0.23783 4.66759 -0.54672
H: 0.96608 3.78825 -1.90489
H: 2.51547 5.54112 -1.07044
H: 4.52400 4.11430 -0.56363
H: 3.60448 3.50528 -1.93994
H: 4.20874 1.61866 -0.47244
H: 3.50741 2.43900 0.92465
H: 1.93473 0.72732 0.10590
H: 1.96676 1.43103 -1.52345
H: -1.71365 3.96855 0.20903
H: -3.66362 2.45957 -0.31081
H: -3.38339 1.57986 1.19370
H: -4.24161 4.50795 0.93992
H: -5.25710 3.15833 1.44891
H: -3.88526 2.83478 3.47463
H: -4.42265 4.51427 3.39912
H: -1.98887 4.32109 4.00730
H: -2.23279 5.21736 2.50777
H: -0.35796 3.64845 2.26230
H: -1.36975 2.28545 2.75055
Hf: -0.16733 -2.64712 1.18079
Cl: 0.72788 -0.88356 2.42667
Cl: -1.60196 -2.27160 -0.63630
C: 1.45319 -3.90723 0.80654
H: 1.64304 -4.79460 1.41780
C: 2.34785 -3.66907 -0.27559
C: 3.57909 -4.40520 -0.25359
C: 4.54223 -4.19447 -1.20959
C: 4.32124 -3.26244 -2.24963
C: 3.12065 -2.56615 -2.33028
C: 2.11028 -2.74579 -1.38037
H: 3.68252 -5.10401 0.60382
H: 5.45629 -4.74652 -1.10404
H: 2.97054 -1.85401 -3.13621
H: 1.12694 -2.23642 -1.46836
H: 5.10276 -3.12758 -2.96132
C: 0.35959 -8.22466 2.14677
N: -0.13305 -6.86411 1.82480
C: -0.42102 -5.88971 2.69750
S: -1.33455 -4.34424 2.39662
N: -0.05799 -6.09691 4.02199
C: -0.76013 -7.16506 4.77496
H: 0.73870 -8.34955 3.17608
H: 1.17951 -8.46960 1.45223
H: -0.41504 -8.99846 1.97656
H: -0.28773 -6.62377 0.84428
H: -0.11101 -5.21147 4.53735
H: -0.08315 -7.62434 5.51443
H: -1.59166 -6.67886 5.32062
H: -1.17774 -7.96462 4.12683

Among the records above, which one has the lowest LUMO level? C28H47BrMgNOP3

What is the molar mass in the second record? 610.8 g mol⁻¹

Among the records above, which one has the lowest molar mass? C28H47BrMgNOP3